C52H60O2S2 | ωB97M-V with the def2-TZVPD basis set

The calculation puts the energy above the lowest of the compared OMol25 structures with the same formula, charge and spin at 0.0 kJ/mol. Its spin multiplicity is 1. For the highest occupied orbital energy, the calculation gives -8.51 eV.

Cartesian coordinates (Å):
C  -2.97361  -4.44785  0.16206
S  -1.40261  -5.16285  0.60406
O  -0.80561  -4.03085  1.40106
C  -2.15161  -6.33485  1.78606
H  -2.98161  -3.95485  -0.62194
H  -3.23361  -3.73985  0.91106
H  -3.85561  -5.25685  0.36706
H  -2.94761  -5.98585  2.41406
H  -1.25961  -6.54585  2.34306
H  -2.48061  -7.14385  1.44106
C  0.37939  0.06815  -5.22694
S  -0.62261  -1.03585  -4.26094
O  -0.47761  -2.35685  -5.12994
C  0.65639  -1.19385  -3.09394
H  0.14539  0.05115  -6.28594
H  1.57039  -0.08485  -5.23394
H  0.43639  1.02515  -4.67594
H  0.87639  -0.26985  -2.49194
H  1.69339  -1.71185  -3.40494
H  0.32239  -1.70285  -2.36394
C  -2.67461  2.39215  -5.49994
C  -1.65661  3.43015  -5.10494
C  -1.90361  4.48915  -4.17994
C  -3.20861  4.46915  -3.50094
C  -4.18461  3.47415  -3.87494
C  -3.92961  2.39215  -4.96994
H  -2.51161  1.64815  -6.38194
H  -0.60961  3.32215  -5.70794
H  -1.15561  5.31215  -4.00894
H  -3.32361  5.25415  -2.82694
H  -5.05561  3.72815  -3.39794
H  -4.72761  1.73515  -5.07694
C  -0.85361  2.01515  -1.20794
C  -2.12761  1.24015  -1.59894
C  -2.26061  -0.07285  -0.92794
C  -1.37661  -0.45285  0.11406
C  -0.26561  0.24715  0.43306
C  0.05939  1.50015  -0.24894
H  -0.70261  3.22815  -1.66294
H  -2.98861  1.39015  -2.27694
H  -3.14361  -0.62085  -1.01594
H  -1.49161  -1.28685  0.72406
H  0.40039  0.01515  1.33806
H  0.88439  2.21115  0.08006
C  2.77039  2.67715  -5.35494
C  2.20939  3.40415  -4.10194
C  2.63639  3.07315  -2.90794
C  3.49239  1.97415  -2.71494
C  4.02239  1.27815  -3.76694
C  3.78639  1.71415  -5.24294
H  2.46839  2.83115  -6.25894
H  1.48939  4.32115  -4.40594
H  2.15039  3.69915  -1.93694
H  3.96739  1.78315  -1.66094
H  4.61439  0.39315  -3.48394
H  3.96739  1.11115  -6.17994
C  -2.17461  1.23915  7.28606
C  -1.79361  2.15315  6.07706
C  -1.22661  1.62715  4.97606
C  -0.86161  0.19815  4.79006
C  -1.08561  -0.63585  5.87806
C  -1.88361  -0.14185  7.17206
H  -2.81561  1.59915  8.17606
H  -1.94561  3.24315  5.94806
H  -0.88861  2.33915  4.32806
H  -0.30461  -0.09385  3.93706
H  -0.49461  -1.68285  6.00106
H  -2.29061  -0.76785  7.93906
C  -7.02861  -2.46885  -0.45394
C  -5.92361  -1.45985  -0.40194
C  -5.39661  -1.00185  0.86506
C  -5.72761  -1.76985  2.02706
C  -6.62261  -2.82685  2.00106
C  -7.30161  -3.24785  0.68206
H  -7.62261  -2.51285  -1.28794
H  -5.70761  -0.64985  -1.12494
H  -4.63461  -0.04785  0.96006
H  -5.43961  -1.40685  3.02206
H  -6.78161  -3.41085  3.06106
H  -7.99161  -4.15685  0.39506
C  3.54639  -0.07985  3.22406
C  4.90639  -0.03685  3.72506
C  5.39439  -1.05385  4.46606
C  4.41339  -2.15885  4.86206
C  3.10439  -2.15185  4.53806
C  2.53839  -1.04085  3.55906
H  3.21339  0.53415  2.37406
H  5.57839  0.81015  3.62306
H  6.25139  -1.07985  4.67206
H  4.80939  -2.92585  5.48006
H  2.37639  -3.01885  4.73606
H  1.64839  -0.97785  2.95706
C  2.70639  4.21515  2.98106
C  2.08439  4.65915  1.68306
C  2.77939  4.44215  0.51606
C  4.01039  3.79015  0.51706
C  4.68339  3.37615  1.71206
C  3.99939  3.64015  3.06806
H  2.10439  4.54315  3.76006
H  1.11139  5.18215  1.75806
H  2.27939  4.76515  -0.45194
H  4.65739  3.48715  -0.44294
H  5.68939  2.78515  1.68506
H  4.56639  3.48815  3.84006
C  3.58139  -3.28585  -2.19294
C  3.77039  -2.07785  -1.25394
C  2.98839  -2.00085  -0.10694
C  2.27139  -3.17585  0.29406
C  2.24839  -4.36785  -0.42194
C  2.94639  -4.44785  -1.79994
H  4.30239  -3.33685  -3.01994
H  4.16139  -1.23685  -1.55294
H  2.95439  -0.95185  0.26506
H  1.86639  -3.27985  1.31206
H  1.66639  -5.26885  -0.17594
H  3.07939  -5.38485  -2.28394

=====

C52H70BCl2N8O2P2S3Ti | ωB97M-V with the def2-TZVPD basis set

The calculation puts the energy above the lowest of the compared OMol25 structures with the same formula, charge and spin at 65.4 kJ/mol. As for the total charge: +1. Its spin multiplicity is 3. For the highest occupied orbital energy (spin up / spin down), the calculation gives -8.62 / -10.19 eV. As for the expectation value of S²: 2.05.

Cartesian coordinates (Å):
Ti  -0.10258  -1.22956  0.26868
C  2.35279  -0.68838  -4.49230
C  1.62681  0.46173  -3.86457
C  1.26371  1.58170  -4.53965
C  0.63828  2.65922  -3.85837
N  0.22498  2.51615  -2.63093
N  0.50447  1.36567  -1.99741
B  -0.02510  1.21223  -0.53945
N  0.91057  1.96574  0.43315
N  0.76480  3.28972  0.21989
C  1.43283  4.11473  0.96848
C  2.38627  3.62385  1.89805
C  2.51754  2.29557  2.12275
C  3.46829  1.74109  3.14311
C  1.65999  1.42244  1.38971
S  1.54577  -0.23197  1.83007
C  1.13353  5.60404  0.85950
C  0.82629  6.12172  2.27567
C  2.36040  6.32869  0.28992
C  -0.08982  5.85693  -0.01873
N  -1.49419  1.55915  -0.46389
N  -2.09656  1.34763  -1.67923
C  -3.33007  1.66552  -1.83614
C  -4.08792  2.20997  -0.74903
C  -3.54853  2.35025  0.47353
C  -4.39221  2.88294  1.60002
C  -2.15313  1.95821  0.67155
S  -1.41521  1.95661  2.16490
C  -3.95981  1.46602  -3.21182
C  -4.58349  2.79117  -3.67470
C  -5.05002  0.39668  -3.09516
C  -2.92590  1.00540  -4.23874
C  1.29326  0.41414  -2.47918
S  1.89699  -0.74298  -1.39219
C  0.46732  4.05609  -4.45940
C  1.51051  4.95619  -3.77358
C  0.73104  4.06127  -5.96499
C  -0.94233  4.59781  -4.18612
H  2.39131  -0.57595  -5.57555
H  1.86370  -1.63173  -4.23958
H  3.37527  -0.74848  -4.10873
H  1.46875  1.65893  -5.60153
H  2.99058  4.32282  2.46630
H  4.05326  2.53956  3.59830
H  4.14572  1.01549  2.68624
H  2.92027  1.21083  3.92502
H  1.70274  6.08437  2.92872
H  0.02595  5.53724  2.73840
H  0.50039  7.16284  2.22025
H  3.24408  6.18778  0.91877
H  2.16341  7.40172  0.23108
H  2.59739  5.96962  -0.71553
H  -0.98038  5.39092  0.41272
H  0.03066  5.45362  -1.02202
H  -0.25890  6.93416  -0.08852
H  -5.12781  2.47915  -0.90565
H  -4.76437  3.87680  1.34359
H  -3.83649  2.94496  2.52755
H  -5.25847  2.23680  1.75422
H  -5.44200  3.08050  -3.06406
H  -4.93683  2.68701  -4.70372
H  -3.85300  3.60519  -3.64791
H  -5.80610  0.66695  -2.34978
H  -4.61705  -0.56332  -2.81778
H  -5.55768  0.27686  -4.05634
H  -2.11592  1.72619  -4.32872
H  -3.41104  0.89496  -5.21196
H  -2.48653  0.04406  -3.95833
H  2.52552  4.60661  -3.98563
H  1.37169  4.95513  -2.69400
H  1.42021  5.98181  -4.14100
H  1.75368  3.76032  -6.20508
H  0.59254  5.07521  -6.34399
H  0.03711  3.40967  -6.50568
H  -1.19069  4.52725  -3.12431
H  -1.69431  4.04826  -4.75658
H  -0.99709  5.64671  -4.48763
Cl  -5.36465  -4.62318  -3.37651
C  -3.92378  -3.93497  -2.69686
C  -2.68809  -4.29862  -3.22765
C  -1.54309  -3.74670  -2.68009
Cl  0.00701  -4.18581  -3.33165
C  -1.59807  -2.84428  -1.62939
O  -0.45739  -2.33247  -1.11251
C  -2.85655  -2.46148  -1.11584
C  -2.95600  -1.51834  -0.07640
O  -1.86707  -1.00451  0.52692
C  -4.02073  -3.03971  -1.66386
H  -2.62190  -4.99806  -4.04884
H  -3.92018  -1.19492  0.29153
H  -4.99244  -2.76567  -1.26931
C  -1.61108  -4.17434  1.79680
P  -0.66745  -2.73467  2.43070
C  0.83114  -3.46268  3.24463
N  0.79939  -3.65312  4.53643
C  1.94194  -4.01773  5.17265
C  1.92843  -4.23749  6.57177
C  3.09203  -4.54089  7.21123
C  4.31314  -4.63351  6.48926
C  4.34427  -4.43298  5.14234
C  3.14260  -4.13031  4.45686
N  3.15925  -3.96622  3.10891
C  2.04331  -3.67702  2.49375
P  2.00652  -3.50877  0.64962
C  1.35886  -5.16063  0.18336
C  3.79369  -3.61973  0.08657
C  4.51522  -2.32498  0.47751
C  4.60770  -4.81414  0.60365
C  3.70865  -3.77039  -1.44798
C  -1.73652  -2.08522  3.82622
C  -2.24551  -3.21743  4.72443
C  -0.94256  -1.04158  4.62203
C  -2.96365  -1.38241  3.22376
H  -1.43349  -5.05399  2.41280
H  -1.34996  -4.38730  0.76403
H  -2.67275  -3.93455  1.82316
H  0.98705  -4.15267  7.10085
H  3.09435  -4.71059  8.28017
H  5.22546  -4.87077  7.02075
H  5.26258  -4.50836  4.57339
H  2.07786  -5.93934  0.42926
H  1.15094  -5.17777  -0.88712
H  0.43429  -5.37019  0.71525
H  4.50737  -2.18095  1.55972
H  4.07720  -1.44231  0.01058
H  5.55835  -2.39615  0.15300
H  4.88657  -4.70760  1.64708
H  5.52009  -4.86278  -0.00226
H  4.09390  -5.76955  0.47686
H  2.95415  -3.13340  -1.91383
H  3.49105  -4.80746  -1.71964
H  4.68028  -3.51020  -1.88141
H  -1.44312  -3.81802  5.14479
H  -2.94127  -3.86963  4.19070
H  -2.80008  -2.75766  5.54925
H  -0.50427  -0.28686  3.96420
H  -1.63088  -0.53030  5.30229
H  -0.14922  -1.49686  5.21502
H  -3.54138  -2.03952  2.57002
H  -2.69477  -0.47992  2.67882
H  -3.61584  -1.09461  4.05325